(1)
117
Properties=species:S:1:pos:R:3:mulliken_charge:R:1 method="wB97M-V/def2-TZVPD" s2=6.013 lumo_ev="-1.66 / -1.66" e_above_lowest_ev=2.383 e_homo_ev="-9.77 / -9.97" orbital_gap_ev="8.11 / 8.31" spin_multiplicity=5 charge=+1
H -6.64409 3.39682 -1.28314 0.51
S 2.62237 0.22322 -1.56137 0.75
C 0.59795 3.35708 -4.89214 -0.45
H 4.98021 -0.79698 -2.67039 0.37
H 1.08324 -5.94246 0.74684 0.31
H 6.62461 -2.36453 -1.81363 0.39
S -3.17996 -2.40030 0.71589 0.90
H -2.52132 0.90296 -2.57285 -0.75
O 0.60497 2.70924 -3.65098 0.18
H 1.81172 -2.09631 5.65080 0.33
H 4.29047 0.80603 3.36883 -0.01
C 2.78925 -2.08828 1.92104 0.02
C 3.20076 -0.53570 6.13826 -1.18
H 5.80734 -2.47298 -0.18947 0.30
H -4.46604 -0.71141 2.75661 0.32
H 2.28174 2.40271 -5.61463 0.26
H 5.12451 -3.23705 -1.50350 0.32
H -0.91356 -0.74568 -4.44111 0.25
H -3.94792 -3.54312 2.84324 0.43
O 0.40910 -2.04502 -0.17763 -0.39
H -3.86408 -0.80557 -1.73126 0.12
C -5.86699 2.78303 -0.82763 -1.10
C 1.27199 4.67709 -1.80604 -1.08
C -0.83908 -6.56530 1.42051 -1.24
H -2.24138 0.24520 -5.00890 0.45
H 0.01989 -3.09059 -2.96933 0.41
C 5.68420 -2.33306 -1.26342 -1.33
H 0.86528 1.83056 4.24178 0.22
S 0.55870 -3.47361 -0.62561 0.50
H 5.44271 -0.16625 -1.20932 0.27
O -2.02149 1.56571 0.81788 -0.02
C -4.62008 3.64039 -1.08304 -0.57
H 2.51513 -2.47034 0.93769 -0.25
Cr -0.50030 0.12351 0.11831 1.72
H -1.79370 -6.89034 1.00682 0.33
C 1.22727 2.41767 -5.89026 -1.03
O 0.60092 -2.76846 3.32118 -0.72
S 1.20635 -1.58569 2.81919 1.21
O 1.50944 0.32401 -0.63872 -0.55
H 1.32580 5.31173 -2.69059 0.47
H -2.76165 4.99139 1.17544 0.55
O 0.54394 2.04697 1.48371 -0.29
H 4.92712 2.65656 1.07557 0.32
C 4.96200 -1.05772 -1.61219 -0.28
C 4.07952 1.73841 2.84513 -0.26
H -5.83955 1.82874 -1.35362 0.21
H 3.92268 0.11030 5.63866 0.23
H -2.97369 -4.64182 1.78234 0.21
H 1.00686 5.32075 -0.96730 0.36
H -1.39158 -3.06227 -2.04591 -0.32
H -0.35959 3.74505 -5.23958 0.35
O 1.85742 -0.78089 4.11823 0.14
O 0.44306 -0.57919 2.04961 -0.05
H -1.20794 4.28999 1.41860 0.21
C -2.05710 4.28576 0.73521 -1.01
O -3.59026 2.76546 -0.81985 -0.11
H -4.19575 0.23257 1.24561 -0.54
H -6.88240 -0.99306 1.90373 0.40
H -1.71514 4.53941 -0.26820 0.20
H 2.18696 2.94528 4.52509 0.40
H 2.97303 -0.86360 -3.61138 0.75
O 3.64881 -0.99299 -1.02732 0.11
H -6.14462 2.75523 0.22606 0.26
O -1.26974 4.29805 -2.78830 -0.74
H 3.25900 -2.24653 4.79537 0.37
C -1.54316 0.10600 -4.18354 -0.92
H 3.45474 -1.23664 1.77990 -0.20
H -6.55636 0.37296 0.73631 0.22
H 5.24040 0.90433 1.18590 0.05
S -0.08303 3.44997 -2.32691 0.70
C -0.48761 -3.65477 -2.18686 -0.68
C 2.06966 -0.60622 -3.05841 0.17
C 5.12345 1.82683 1.75461 -1.03
H 3.49988 -2.71310 2.46208 0.67
H 1.18267 2.87730 -6.87761 0.41
H 4.09496 2.52976 3.59454 0.49
O -1.15965 -0.38946 -1.83190 0.73
H -4.06280 -0.94052 -3.47381 0.48
O 3.42608 1.43715 -1.83437 -0.77
C 2.54546 -1.48934 5.12040 -0.40
H -0.27620 -7.42401 1.78641 0.40
H 1.12458 4.29903 -4.73890 0.39
H -6.46830 0.63433 2.41973 0.38
H -1.14007 -5.87379 2.20748 0.24
H -3.14295 -2.11108 -2.62196 0.20
O 1.91247 -4.12996 -0.69560 -0.79
C -2.14153 -0.10072 -2.76388 1.19
H 3.72926 -1.04363 6.94497 0.42
O -2.20062 -1.32042 0.86425 -0.93
H 0.65015 3.66913 4.28946 0.46
H -2.23675 -3.23236 2.76270 0.29
C -3.34443 -1.04054 -2.66015 -1.35
H -4.42113 3.91073 -2.12007 0.36
C 1.25240 2.81515 3.97942 -1.10
H 0.15306 -6.33065 -0.54318 0.42
O -4.65906 -1.76933 1.01150 -0.29
O -0.19300 2.45406 -1.24903 -0.83
H 0.80038 1.41933 -5.79440 0.20
C 0.05220 -5.82066 0.41485 -0.34
H -0.97703 1.01926 -4.36670 -0.28
O -4.18138 2.76299 1.58905 -0.62
O -0.29632 -4.43006 0.41015 0.45
H 1.34709 0.08222 -3.49665 -0.30
C -4.79714 -0.53465 1.73328 0.82
H -4.61974 4.50676 -0.42159 0.39
H -0.49848 -4.70617 -2.47417 0.58
O -3.30040 -3.14005 -0.55725 -0.66
C -6.26958 -0.12443 1.66285 -1.40
O 2.85357 1.52531 2.20078 0.06
C -3.07522 -3.63901 2.19727 -1.01
S 1.64984 2.71697 2.19839 0.98
H 2.21206 4.17254 -1.58290 0.21
S -2.96984 2.66060 0.73772 1.02
H 2.44733 0.08100 6.62829 0.30
H 6.13329 2.07645 2.08024 0.43
H 1.46298 -1.44745 -2.72318 -0.60
O 2.22651 4.01912 1.83585 -0.70

(2)
120
Properties=species:S:1:pos:R:3:mulliken_charge:R:1 method="wB97M-V/def2-TZVPD" lumo_ev=0.20 e_above_lowest_ev=2.103 e_homo_ev=-10.18 orbital_gap_ev=10.38 spin_multiplicity=1
H -0.85324 1.39788 4.01264 -0.07
H 1.11300 -1.99170 3.01660 0.27
O 3.90649 0.17928 3.43556 -0.27
O 0.89868 -2.08337 -1.45978 0.70
O -3.97871 3.32950 1.96312 -0.42
O -2.26862 2.62260 3.75956 -0.33
H -2.29513 5.50408 -2.39823 0.52
O 3.47387 -2.25780 -2.01917 0.29
O 2.10366 -4.34101 -1.78906 -0.42
H 1.00493 -5.38179 5.58386 0.28
H 3.28633 -4.50816 2.99894 0.26
H -3.99716 -2.21317 3.38780 0.28
H -3.43502 1.48350 1.27992 -0.08
H -0.55743 -3.28176 -0.63776 -0.04
H 4.34833 -3.53319 -3.37808 0.35
H -0.87500 5.74665 2.46593 0.26
H -2.42244 -4.33661 0.92210 0.16
N -0.26198 6.63819 -0.53327 -0.60
C -1.47868 5.89256 3.36169 -0.62
P 4.56589 -1.24316 2.95361 0.59
O 4.43398 -1.23437 1.33250 0.09
C -0.92145 1.51425 -0.87226 2.35
C 0.33465 1.09885 -0.25683 -0.26
H -1.77748 0.49010 -5.96536 0.07
C -2.72583 0.45212 -6.50136 -0.41
H -5.34812 -1.29100 2.61157 0.40
O 1.72054 4.56221 -2.86290 -0.04
O -3.87675 0.51878 -5.66300 -0.40
O -1.34102 -2.68840 4.73434 -0.70
C -1.77070 4.86990 -1.68347 -0.09
H -1.68001 0.82699 -0.49760 -0.87
H -2.73398 -0.42718 -7.14546 0.27
H 3.09147 0.49920 5.26475 0.26
H -5.76085 -1.51117 -5.58608 0.28
H 1.24678 -4.88404 0.09784 0.18
O 1.69951 -2.82014 -3.84483 -0.69
H -0.05290 -0.75453 2.79808 -0.18
H 4.44979 1.59025 -1.84471 0.20
C -3.61343 -1.32098 1.48258 0.54
O -5.18505 -0.62948 -3.83219 -0.35
O 0.25442 -4.58742 3.73809 -0.09
H -4.61840 1.55844 2.53155 0.32
H -5.12571 1.83700 -1.72326 0.41
H -1.27350 -5.50557 1.39735 0.32
P -3.78225 0.18775 -4.05066 0.63
C -1.02279 2.42084 4.34866 -0.35
H 4.22759 1.71669 4.74257 0.23
H 0.50261 -6.51818 4.46825 0.33
C -4.33184 2.02140 1.58728 -0.37
O 5.98782 -1.39934 3.48669 -0.81
C -0.42909 -2.60289 -1.48083 -0.43
C 3.98082 -3.80927 3.46513 -0.84
N -2.85783 -0.90360 0.69156 -0.29
H 3.59790 5.56085 -2.68820 0.38
H -5.14541 1.95601 0.86483 0.33
H 1.80737 0.82426 -4.78832 0.54
C -0.92073 5.82375 -0.98948 0.33
H -0.73558 -5.63057 5.26199 0.32
C -5.31515 -1.81770 -4.63977 -0.72
H -4.30318 -2.14497 -4.87833 0.30
H -2.40832 4.32953 -0.98380 -0.26
N 1.35721 0.78900 0.22575 -0.47
H -1.07931 2.49425 5.43472 0.25
H 2.90575 -5.40870 -0.30799 0.42
C 0.31608 -1.67424 2.34411 -0.11
H -5.78300 -2.66981 -4.14669 0.28
H 4.41211 3.09120 -1.09217 0.45
H 5.36603 -3.22547 -2.04989 0.25
H -2.69883 1.31236 -7.17021 0.27
O -2.25231 -4.49794 2.97295 -0.25
H 5.73083 -0.44541 0.05928 0.40
H -0.21182 2.99071 3.89516 0.33
H 5.12246 -1.86672 -3.18023 0.28
O 2.27666 3.62182 -5.16007 -0.78
C 4.05384 0.64106 4.77299 -0.77
H 0.30807 0.61890 -3.97145 0.19
O 1.43427 2.12878 -3.15762 0.33
H 0.74186 -1.46275 1.36326 -0.18
C 2.52041 5.72538 -2.68134 -0.93
H 5.02412 -4.05195 3.26332 0.39
H 4.80908 0.06049 5.30275 0.36
O -1.39400 3.55657 1.45218 -0.30
O 3.55076 -2.38072 3.44925 -0.03
H -1.10709 2.55185 -0.59473 -0.66
C 4.78991 -0.18904 0.54615 -0.43
O -2.55601 -0.50141 -3.59832 -0.02
H 4.02243 -0.09385 -0.22197 -0.18
H 2.58475 -3.75547 0.15697 0.16
H -0.88592 5.67867 4.25106 0.26
P 2.29526 3.34706 -3.71335 0.40
P -2.46837 3.58685 2.48593 0.86
H 1.62720 0.11051 -3.11287 0.30
H 2.27807 6.46321 -3.44617 0.31
P -1.05357 -3.58685 3.54861 0.23
O -0.62880 -2.69852 2.21602 0.75
C -4.50332 -1.96191 2.45573 -1.25
H -1.11049 -1.76193 -1.35208 -0.10
H -0.58617 -3.16846 -2.39929 0.51
H -1.89555 6.89847 3.31178 0.25
C 4.65252 -2.72929 -2.70777 -0.93
H -1.17819 4.13401 -2.22707 0.14
C 3.81181 2.46963 -1.75654 -0.65
C 1.34635 0.90527 -3.80394 -1.08
H -3.59000 2.76782 -1.90869 0.15
O -2.58693 5.00516 3.23858 -0.40
C 0.24928 -5.51448 4.80959 -0.88
H -3.66360 1.10241 -1.41485 0.04
C 2.17735 -4.60250 -0.39499 -0.48
H 3.94745 -4.08516 4.51911 0.33
H -2.99942 -5.80813 1.53331 0.34
O 3.77012 3.04290 -3.03552 -0.43
C -2.22111 -5.06516 1.70746 -0.60
P 1.99455 -2.81956 -2.39917 -0.02
H -0.77330 1.34723 -1.93915 0.05
C -4.10345 1.82583 -2.10136 -0.37
H 2.87320 2.30709 -1.22674 0.25
H -4.75278 -2.95842 2.09127 0.33
O -4.08071 1.63321 -3.46673 -0.30
H 4.90966 0.80371 0.97999 0.39
H 2.34871 6.17150 -1.70175 0.29